(1)
Density functional theory data (wB97M-V/def2-TZVPD) for a structure of composition C24H45N4O2PdSbSi3.

Each line ends with the Löwdin charge.
Geometry (Å):
Sb: 0.663085 1.006843 0.713789  1.31
Pd: -0.802190 -1.103043 1.190503  0.33
Si: 1.198590 0.967757 -2.868905  0.44
Si: 1.006772 -1.231697 3.254862  0.31
Si: -0.675966 3.075560 -1.422303  0.39
O: -3.939839 -1.040153 3.123253  -0.07
O: -2.978154 -0.375882 1.202723  -0.16
N: -3.615737 -3.902870 2.767019  -0.11
N: -1.276405 -0.836759 -1.315629  0.07
N: 1.779341 -2.755464 0.004240  0.10
N: -3.098269 -3.653373 1.434407  -0.10
C: -0.123543 -0.057227 4.222875  -0.22
C: 2.241383 -1.775629 0.806928  -0.43
C: 4.020545 -3.502342 -0.450021  -0.12
C: 1.336690 -0.857518 1.492809  -0.62
C: 2.077145 -0.672364 -2.677260  -0.17
C: -0.089365 1.290724 -1.549032  -0.52
C: -3.537646 -0.175391 2.321435  -0.74
C: 2.472570 2.343110 -3.117073  -0.18
C: -3.296711 -1.389023 -2.471377  -0.08
C: -3.279534 -0.143536 -3.083034  -0.09
C: -2.256769 0.733927 -2.789272  -0.08
C: 3.638830 -1.641933 0.990798  -0.07
C: 4.520806 -2.496684 0.372014  -0.11
C: 0.399368 0.842511 -4.587257  -0.18
C: 0.580644 4.238769 -0.628951  -0.21
C: -1.019662 3.989554 -3.066705  -0.19
C: -2.279338 3.112787 -0.442781  -0.17
C: 2.737740 1.601216 0.143133  -0.34
C: -2.266871 -1.679533 -1.595838  -0.15
C: -1.249337 0.372006 -1.877918  -0.41
C: 2.616063 -1.038283 4.303660  -0.22
C: 2.644494 -3.569930 -0.589293  -0.19
C: 0.501707 -3.038686 3.594302  -0.20
C: -3.706586 1.301437 2.700296  -0.04
H: -0.295491 0.003666 -4.650755  0.03
H: -2.732890 1.791828 2.652367  0.06
H: 3.235144 1.483156 1.108537  -0.02
H: 0.842075 3.953956 0.388928  -0.01
H: 1.193561 0.682695 -5.323856  0.02
H: -4.354151 1.789084 1.968440  0.06
H: 3.236237 0.954376 -0.577892  -0.03
H: 5.590229 -2.380896 0.518735  0.09
H: -2.408254 -2.899015 1.522735  0.00
H: 3.139493 2.032100 -3.927459  0.02
H: 0.184048 0.981082 4.068789  0.01
H: -2.230937 -2.631805 -1.074085  0.10
H: 3.992250 -0.834101 1.618223  0.10
H: -4.055189 0.142553 -3.785598  0.09
H: -1.172283 -0.148078 3.939237  0.00
H: 2.203863 -4.337029 -1.224374  0.09
H: 2.819920 2.641866 -0.171603  -0.04
H: -0.523435 -3.063613 3.978221  0.01
H: -3.141549 2.982760 -1.100757  0.03
H: 1.997927 3.278172 -3.423138  0.01
H: 0.513568 -3.606374 2.661315  0.01
H: -1.955633 3.696456 -3.543841  0.01
H: -3.857383 -3.165802 0.964114  0.04
H: 0.128063 5.235372 -0.603015  0.02
H: -3.786370 -2.987321 3.189469  0.01
H: -2.853847 -4.331368 3.281136  0.03
H: -2.307379 2.299831 0.286776  0.00
H: 4.666848 -4.204755 -0.961834  0.08
H: 2.418829 -1.230163 5.363715  0.00
H: 1.336531 -1.472388 -2.618156  0.03
H: -0.215867 3.857198 -3.793807  0.00
H: -0.143083 1.748526 -4.867671  0.01
H: -2.395893 4.060826 0.089820  0.03
H: 1.153219 -3.541298 4.316790  0.01
H: -2.219414 1.693857 -3.280694  0.07
H: 2.992559 -0.015312 4.204673  0.01
H: 1.498028 4.301986 -1.216994  0.01
H: -4.130793 1.406368 3.698408  0.06
H: -4.084426 -2.108573 -2.653963  0.09
H: -0.024501 -0.278191 5.291882  0.01
H: 3.081003 2.536834 -2.237519  0.00
H: 2.721853 -0.856236 -3.543156  0.03
H: 3.409800 -1.720263 3.984039  0.00
H: -1.090017 5.060078 -2.848234  0.02
H: 2.679887 -0.740925 -1.774346  0.01

Forces on the atoms, in the same order (eV/Å):
Sb 0.228 0.096 0.173
Pd 0.250 0.442 -0.090
Si -0.070 -0.010 0.026
Si -0.024 0.153 0.209
Si 0.060 -0.124 -0.067
O -0.095 0.152 0.062
O -0.072 -0.156 -0.017
N -0.081 -0.146 0.037
N 0.091 -0.186 -0.178
N -0.119 -0.068 0.027
N -0.028 0.194 0.110
C 0.024 0.011 -0.038
C 0.215 0.250 -0.104
C -0.030 -0.029 -0.012
C -0.657 -0.380 0.092
C -0.014 -0.008 -0.003
C -0.143 0.050 -0.143
C 0.226 -0.030 0.001
C 0.005 -0.009 0.001
C -0.033 0.008 0.020
C -0.024 -0.023 -0.010
C -0.032 0.018 0.068
C 0.039 0.087 0.008
C 0.070 -0.014 -0.017
C 0.011 0.018 -0.008
C -0.019 0.018 -0.002
C 0.008 0.016 0.040
C -0.008 0.021 0.002
C -0.047 -0.117 0.055
C -0.016 -0.040 0.028
C 0.120 0.172 0.097
C 0.043 -0.080 -0.135
C 0.028 -0.055 -0.018
C -0.043 0.045 0.007
C -0.075 -0.059 -0.010
H -0.005 -0.022 0.003
H 0.025 -0.009 0.011
H 0.051 0.029 -0.014
H -0.004 0.003 0.008
H 0.002 0.001 -0.026
H 0.001 0.017 -0.012
H 0.043 -0.016 -0.019
H -0.001 -0.001 -0.002
H 0.048 -0.074 -0.136
H 0.004 -0.001 -0.023
H -0.012 0.015 -0.012
H 0.028 -0.017 -0.038
H 0.001 -0.032 0.024
H -0.001 -0.005 0.002
H -0.001 -0.033 0.013
H 0.005 0.010 0.001
H -0.062 0.007 0.011
H -0.012 -0.005 -0.022
H -0.018 0.002 -0.004
H -0.016 0.021 -0.004
H 0.021 -0.010 -0.015
H -0.020 -0.015 -0.024
H 0.010 -0.120 -0.040
H 0.006 0.022 0.007
H 0.062 0.014 0.030
H -0.027 -0.034 -0.056
H 0.011 -0.007 0.006
H 0.002 0.007 -0.008
H -0.023 -0.016 0.026
H -0.027 -0.032 0.021
H 0.019 -0.001 -0.001
H -0.015 0.009 0.002
H -0.006 0.007 0.005
H 0.002 0.002 0.037
H 0.002 0.031 -0.006
H 0.019 0.025 0.015
H 0.020 0.003 -0.019
H -0.001 -0.003 -0.005
H 0.000 0.003 0.001
H -0.003 0.008 0.020
H 0.012 0.010 -0.003
H -0.003 -0.004 -0.001
H 0.023 -0.014 -0.026
H -0.009 0.016 -0.001
H 0.057 -0.009 0.065

Calculated values
E_HOMO = -0.30 eV
2S+1 = 1
Net charge = -2
Energy = -69326.0156 eV
Relative energy (zero: lowest compared OMol25 entry of this formula, charge and spin) = 1.3163 eV

(2)
Density functional theory data (wB97M-V/def2-TZVPD) for a cluster of 9 separate species, C37H52BrClF3NO37P2S8 in total at a distorted geometry.

Each line ends with the Löwdin charge.
Geometry (Å):
Br: -2.191814 5.401274 -3.431419  0.36
Cl: -4.961223 2.161206 -0.101230  0.26
S: 4.888352 -6.547027 2.810112  0.59
S: -8.801988 -7.695286 -1.781571  0.61
S: -3.870152 -3.663963 -1.391918  0.61
S: -5.249941 10.665797 -1.866725  0.60
S: -4.796215 6.024735 0.440673  0.55
S: 7.327174 -2.325636 4.887332  0.59
S: -7.129282 -3.783502 3.044249  0.59
S: 6.260433 3.278420 -7.505138  0.60
P: -3.077509 3.718148 -2.225356  0.58
P: -3.282526 0.974791 -0.001404  0.60
F: 8.689972 2.731740 -1.957047  0.15
F: 7.096143 1.537684 -2.846585  0.11
F: 7.125942 1.651601 0.484912  0.06
O: -7.529583 -5.045829 2.534390  -0.21
O: -0.388293 5.180556 -1.039687  0.02
O: 4.558056 -0.968454 -1.626254  0.20
O: 5.476338 1.945755 -7.091341  -0.19
O: -5.417269 5.774575 -0.808361  -0.25
O: -5.327342 5.505821 1.649994  -0.23
O: -7.946370 -8.482791 -2.878058  -0.18
O: -2.993542 2.454049 -3.244690  -0.35
O: 7.681468 2.873480 -6.891807  -0.19
O: -3.165439 0.197790 -1.417280  -0.35
O: -3.248395 -4.384988 -2.441902  -0.21
O: 7.798502 -0.989851 4.886371  -0.21
O: -3.277427 -2.470091 -0.883132  -0.25
O: -5.765248 -3.979781 3.849282  -0.18
O: -10.170129 -8.002840 -1.974737  -0.20
O: -4.592124 7.602553 0.591113  -0.20
O: -8.251610 -8.475444 -0.499258  -0.19
O: -4.163306 9.889030 -1.391787  -0.22
O: 5.717239 4.358389 -6.765162  -0.22
O: -5.342379 11.059180 -3.224209  -0.21
O: 4.531150 -7.654072 1.711043  -0.19
O: 6.027677 -6.989896 3.533211  -0.23
O: 5.973798 -2.649692 4.619131  -0.22
O: -6.621522 9.966478 -1.448839  -0.18
O: -7.011402 -2.643733 2.207546  -0.21
O: -0.986307 1.462230 1.856901  0.10
O: -3.246921 5.627690 0.357494  -0.23
O: -5.376681 -3.347746 -1.764638  -0.17
O: 7.757925 -3.016497 6.263101  -0.19
O: 6.384367 3.333781 -8.915828  -0.22
O: 5.341094 -5.393824 1.800922  -0.19
O: -8.348274 -6.352165 -1.707131  -0.22
O: 8.246836 -3.208978 3.919651  -0.19
O: -5.385184 11.954041 -0.925511  -0.19
O: -8.047877 -3.395456 4.288360  -0.18
O: 3.695954 -6.138617 3.453822  -0.21
O: -4.138059 -4.651841 -0.180295  -0.17
N: 4.053839 0.654870 0.032845  0.21
C: 4.256306 -0.204625 -0.803336  -0.31
C: 0.769813 3.136806 -0.674936  -0.04
C: 8.428391 -4.256736 5.991898  -0.16
C: 2.658447 -0.281725 2.354567  -0.15
C: -3.206597 7.910924 0.805274  -0.16
C: -6.243548 -4.320480 -1.135511  -0.14
C: -6.736833 12.070304 -0.459492  -0.16
C: 5.508642 3.172885 -0.502013  -0.08
C: 2.886354 1.489542 -0.162636  -0.12
C: 0.623534 2.043648 0.170385  -0.03
C: 9.156254 -4.007144 4.687907  -0.16
C: -5.886148 -3.400097 5.158208  -0.15
C: -0.750398 1.842385 0.733538  -0.34
C: 1.491762 -0.033622 1.351096  -0.26
C: -1.740723 3.223962 -1.022966  -0.30
C: 4.549359 -7.072941 0.398920  -0.16
C: 1.680944 1.179771 0.458095  -0.05
C: 6.719159 2.315488 -0.631941  -0.21
C: -1.877132 2.177424 -0.196699  -0.29
C: 2.907562 -2.824773 2.771910  -0.09
C: -2.457327 6.806462 0.097769  -0.17
C: -7.341368 -3.612339 5.519304  -0.15
C: 1.213867 -1.235277 0.418309  -0.02
C: 5.559789 -5.948785 0.497809  -0.16
C: 6.413127 0.923939 -6.726323  -0.16
C: -7.586633 -9.677997 -0.911709  -0.16
C: -7.205913 10.636011 -0.325699  -0.16
C: 2.165377 4.604780 -2.224992  -0.01
C: 3.057972 2.586681 -1.003130  -0.10
C: 7.498911 2.193690 -1.753543  -0.26
C: 7.560751 1.684320 -6.097676  -0.16
C: 3.523513 -1.535742 2.171014  -0.25
C: 4.425805 2.824702 -1.596975  -0.10
C: 1.987613 3.443102 -1.280987  -0.12
C: -0.440011 3.977128 -0.936262  -0.35
C: -6.966462 -9.317272 -2.245312  -0.16
C: -5.542935 -4.639850 0.162818  -0.15
H: -8.287538 10.542137 -0.359935  0.14
H: 2.720645 4.254279 -3.094004  0.08
H: 3.828283 -1.731231 1.146173  0.08
H: 0.601680 0.057879 1.951930  0.11
H: 4.826533 -7.823893 -0.335483  0.13
H: 8.493719 1.127735 -6.116974  0.14
H: -5.638876 -2.339487 5.088767  0.14
H: 7.331470 1.976021 -5.074846  0.11
H: -2.425184 6.968575 -0.980333  0.09
H: -6.310876 -5.190534 -1.783379  0.11
H: 6.725281 0.401997 -7.633263  0.13
H: -3.144894 -0.759911 -1.214448  -0.02
H: 2.467616 -3.372193 1.937147  0.06
H: 1.226688 4.993281 -2.594304  0.07
H: -5.203026 -3.888169 5.846660  0.14
H: 2.057758 -1.487582 -0.218607  0.07
H: -7.692282 -2.916469 6.275658  0.14
H: -6.763829 -10.186215 -2.864636  0.14
H: -7.314832 12.613820 -1.209438  0.13
H: -1.447479 6.669713 0.470034  0.13
H: -6.828336 10.171659 0.587379  0.13
H: 3.324456 0.579316 2.372674  0.10
H: -7.234363 -3.904541 -0.987185  0.14
H: 4.737128 1.912533 -2.101548  0.10
H: 2.140440 -2.569404 3.498006  0.08
H: 2.747460 5.404162 -1.768713  0.10
H: 5.950485 0.217869 -6.042539  0.13
H: 4.420434 3.609394 -2.340982  0.10
H: 5.807874 4.200364 -0.700971  0.12
H: -6.049461 -8.738525 -2.118291  0.13
H: -5.710004 -3.860591 0.901510  0.09
H: -2.978797 8.892106 0.402337  0.11
H: 2.248832 -0.350261 3.363009  0.11
H: -6.850341 -9.970194 -0.168869  0.14
H: 9.099007 -4.503560 6.809688  0.13
H: -7.529322 -4.635564 5.848848  0.13
H: 0.344590 -0.978879 -0.190756  0.08
H: -2.141667 1.999452 -3.216778  0.06
H: 5.418474 -5.184299 -0.260787  0.14
H: -3.019875 7.900939 1.881836  0.13
H: -5.838453 -5.601135 0.570872  0.13
H: 7.675699 -5.040523 5.885645  0.13
H: 3.550216 -6.694686 0.175535  0.13
H: 6.583664 -6.325594 0.450744  0.13
H: 0.904375 -2.096095 1.006305  0.08
H: -8.333821 -10.466923 -1.015626  0.13
H: 10.072644 -3.434220 4.842614  0.13
H: 3.685635 -3.463972 3.175144  0.04
H: 4.446967 -1.350339 2.722649  0.09
H: 9.385811 -4.925293 4.154454  0.13
H: 5.088314 3.082448 0.495010  0.12
H: -6.761024 12.612398 0.481289  0.13

Forces on the atoms, in the same order (eV/Å):
Br 0.283 -0.112 -0.167
Cl 0.125 0.115 -0.353
S 0.050 0.078 -0.288
S 0.069 -0.216 0.038
S -0.386 -0.181 0.049
S -0.231 -0.010 0.109
S 0.259 0.188 -0.037
S 0.155 -0.299 0.058
S -0.078 0.175 0.666
S 0.056 -0.140 0.088
P -0.921 0.103 0.230
P 0.148 -0.693 1.152
F 0.732 -1.413 0.453
F -0.432 1.394 -0.677
F 1.042 1.606 0.557
O 0.067 0.025 -0.236
O 0.077 -0.100 0.161
O -0.067 -0.293 0.250
O 0.040 0.108 0.255
O -0.218 -0.010 0.053
O -0.055 -0.151 -0.033
O -0.154 -0.137 0.088
O 0.391 0.090 0.185
O -0.062 -0.168 -0.227
O 0.167 0.274 -0.118
O 0.235 0.080 0.032
O -0.173 0.101 0.061
O 0.183 -0.024 -0.104
O -0.149 -0.284 0.074
O -0.053 0.123 -0.087
O 0.007 -0.071 -0.184
O 0.254 0.154 -0.084
O 0.229 0.097 -0.110
O -0.098 0.049 -0.066
O 0.086 -0.090 -0.073
O 0.314 0.037 -0.062
O -0.107 -0.075 0.204
O -0.150 0.204 -0.172
O -0.061 0.209 -0.164
O -0.220 -0.048 -0.177
O 0.002 0.016 -0.037
O -0.039 0.070 0.234
O 0.102 0.135 0.285
O 0.328 0.138 -0.082
O 0.028 0.130 -0.034
O -0.301 -0.026 -0.078
O -0.141 0.016 0.077
O -0.142 -0.151 0.087
O 0.018 -0.191 0.198
O 0.142 0.151 -0.048
O 0.096 0.025 0.254
O -0.057 -0.108 -0.249
N -0.781 -0.269 -0.351
C 0.594 0.411 -0.193
C -0.047 0.312 -0.424
C -0.253 -0.373 -0.105
C 0.198 -0.055 -0.289
C 0.226 0.001 0.434
C 0.002 -0.362 -0.127
C -0.300 0.124 -0.239
C -0.842 -0.949 -1.135
C 0.233 -0.039 0.066
C -0.155 -0.244 0.173
C 0.335 0.111 0.148
C 0.025 0.449 0.077
C 0.012 0.152 0.057
C 0.716 -0.865 -0.298
C 0.524 0.204 -0.432
C -0.297 0.202 -0.160
C -0.191 0.263 0.673
C -0.015 -0.793 -0.357
C -0.561 0.122 -0.544
C 0.259 0.446 -1.233
C -0.039 0.379 -0.324
C 0.060 -0.340 0.202
C -0.532 0.365 0.388
C 0.331 -0.208 -0.093
C 0.232 -0.211 -0.317
C -0.212 -0.342 -0.122
C 0.104 -0.059 0.412
C 0.173 -0.456 -0.296
C 0.149 0.452 -0.208
C -0.511 0.042 0.581
C -0.098 -0.016 0.359
C 0.152 -0.260 0.962
C 0.160 -0.214 0.476
C -0.009 -0.022 0.250
C -0.106 -0.083 0.307
C 0.352 0.117 0.140
C -0.189 0.186 0.211
H 0.013 -0.096 -0.199
H 0.040 0.106 -0.082
H -0.077 0.109 -0.116
H -0.123 0.435 -0.091
H 0.043 -0.142 0.159
H 0.082 0.143 -0.154
H -0.013 0.002 0.024
H -0.003 -0.017 0.007
H 0.029 0.018 0.049
H -0.012 0.024 -0.034
H 0.022 -0.014 0.020
H -0.238 0.059 -0.223
H -0.358 -0.250 0.280
H -0.063 0.162 0.139
H 0.055 -0.166 -0.170
H -0.020 -0.103 -0.091
H -0.125 0.112 -0.159
H -0.162 0.058 -0.137
H -0.031 -0.013 0.018
H -0.118 -0.187 0.085
H -0.002 0.014 0.004
H -0.070 0.129 -0.030
H 0.079 0.224 -0.090
H 0.024 0.014 -0.153
H 0.032 -0.265 0.202
H -0.105 0.120 0.047
H -0.191 0.147 0.024
H -0.131 0.039 -0.044
H 0.032 0.118 0.369
H 0.007 -0.020 0.015
H 0.149 0.009 -0.170
H -0.230 0.002 -0.126
H -0.136 0.077 0.015
H -0.036 0.201 0.117
H -0.037 0.212 0.096
H 0.018 0.002 0.005
H 0.113 -0.063 -0.283
H -0.102 -0.166 -0.178
H -0.083 0.147 0.161
H 0.022 -0.034 -0.006
H 0.215 -0.090 -0.054
H 0.028 -0.019 -0.028
H 0.013 0.020 -0.013
H -0.011 -0.016 -0.036
H 0.226 -0.161 -0.006
H 0.027 -0.019 -0.021
H 0.001 -0.012 0.021
H -0.092 0.016 0.343
H 0.082 0.094 -0.064
H -0.163 0.041 -0.143
H 0.057 -0.077 0.072
H 0.231 -0.004 0.010

Calculated values
E_HOMO = -8.15 eV
2S+1 = 1
Net charge = 0
Energy = -312427.7904 eV

(3)
Density functional theory data (wB97M-V/def2-TZVPD) for an isolated molecule of C3H5NO2.

Each line ends with the Löwdin charge.
Geometry (Å):
O: -0.966199 1.708965 1.131972  0.06
O: 1.425378 -1.912415 0.164233  0.01
N: 0.730506 0.186562 -0.360114  0.02
C: -1.462401 0.795635 0.521280  -0.24
C: -0.663986 -0.158064 -0.328304  -0.16
C: 1.668725 -0.739922 -0.034800  -0.35
H: 2.691142 -0.318040 0.009332  0.13
H: -2.559614 0.625016 0.515153  0.12
H: -1.115310 -0.166192 -1.330368  0.13
H: -0.751964 -1.182297 0.057388  0.13
H: 1.003723 1.160753 -0.345771  0.14

Forces on the atoms, in the same order (eV/Å):
O -0.256 -0.235 -0.168
O 0.167 0.224 -0.026
N 0.219 0.023 0.011
C 0.116 0.221 0.083
C -0.068 0.032 -0.081
C 0.046 -0.166 -0.027
H -0.176 -0.091 0.021
H 0.147 0.013 0.089
H 0.035 -0.006 0.065
H -0.043 0.186 -0.010
H -0.189 -0.202 0.045

Calculated values
E_HOMO = -10.15 eV
2S+1 = 1
Net charge = 0
Energy = -8776.8954 eV
Relative energy (zero: lowest compared OMol25 entry of this formula, charge and spin) = 0.7993 eV